{
  "formula": "C25H28AuBrIN4O2S",
  "method": "the ωB97M-V functional and the def2-TZVPD basis",
  "spin_multiplicity": 1,
  "gap_ev": [4.930, 4.941],
  "lumo_ev": [-5.2, -5.2],
  "charge": 1,
  "fmax_ev_per_a": 1.20,
  "de_lowest_kcal_mol": 85.4,
  "elements": ["Au", "C", "C", "N", "C", "C", "C", "O", "C", "C", "N", "C", "C", "C", "C", "C", "C", "I", "C", "O", "H", "H", "H", "H", "H", "H", "H", "H", "H", "H", "H", "H", "Br", "C", "C", "C", "C", "C", "C", "H", "H", "H", "H", "C", "C", "N", "C", "S", "N", "C", "C", "H", "H", "H", "H", "H", "H", "H", "H", "H", "H", "H", "H"],
  "coordinates": [[-0.16, 0.13, -0.46], [3.37, -3.04, 0.13], [2.37, -2.98, 1.24], [2.34, -3.91, 2.14], [1.45, -3.87, 3.16], [0.51, -2.89, 3.30], [-0.37, -2.90, 4.54], [-1.77, -2.86, 4.29], [0.48, -1.84, 2.33], [-0.54, -0.85, 2.44], [-0.71, 0.25, 1.75], [-1.71, 1.15, 2.17], [-2.23, 1.10, 3.48], [-3.26, 1.92, 3.89], [-3.82, 2.85, 3.02], [-3.27, 2.98, 1.76], [-2.23, 2.16, 1.36], [-1.43, 2.64, -0.55], [1.46, -1.84, 1.29], [1.59, -0.94, 0.41], [4.00, -3.92, 0.26], [3.98, -2.14, 0.12], [2.85, -3.09, -0.83], [1.52, -4.69, 3.87], [-0.13, -2.02, 5.14], [-0.11, -3.78, 5.13], [-2.09, -3.74, 4.10], [-1.28, -1.08, 3.20], [-1.80, 0.43, 4.20], [-3.63, 1.83, 4.90], [-4.64, 3.48, 3.33], [-3.65, 3.73, 1.08], [-4.61, -4.79, -1.59], [-3.37, -3.38, -1.33], [-2.13, -3.44, -1.94], [-1.22, -2.41, -1.74], [-1.59, -1.35, -0.93], [-2.82, -1.27, -0.33], [-3.73, -2.30, -0.53], [-1.87, -4.28, -2.58], [-0.25, -2.44, -2.22], [-3.10, -0.43, 0.29], [-4.71, -2.26, -0.07], [4.58, 1.46, -2.64], [3.48, 1.87, -1.67], [2.38, 2.55, -2.35], [1.29, 1.96, -2.83], [1.04, 0.26, -2.71], [0.36, 2.69, -3.44], [0.36, 4.15, -3.60], [1.12, 4.61, -4.84], [5.39, 0.98, -2.10], [4.99, 2.33, -3.16], [4.19, 0.76, -3.38], [3.87, 2.55, -0.92], [3.07, 1.00, -1.17], [2.54, 3.52, -2.61], [-0.36, 2.17, -3.91], [0.78, 4.59, -2.70], [-0.68, 4.46, -3.66], [2.17, 4.33, -4.80], [1.05, 5.69, -4.94], [0.68, 4.16, -5.74]],
  "mulliken_charge": [0.645, -1.165, 0.891, -0.637, -0.996, 0.965, -1.035, -0.528, 0.157, -0.521, -0.372, 0.477, -0.483, -0.903, -0.636, -0.656, 0.385, 0.083, 0.310, -0.861, 0.372, 0.270, 0.238, 0.353, 0.308, 0.434, 0.311, 0.979, 0.562, 0.407, 0.398, 0.393, -0.152, -0.042, -0.517, -0.273, 0.566, -0.065, -0.622, 0.437, 0.285, 0.341, 0.456, -1.148, -0.151, 0.021, 0.059, -0.301, 0.083, -0.759, -1.090, 0.385, 0.366, 0.304, 0.396, -0.082, 0.221, 0.289, 0.411, 0.436, 0.293, 0.380, 0.330]
}



{
  "formula": "C2H8NO2PS",
  "method": "the ωB97M-V functional and the def2-TZVPD basis",
  "spin_multiplicity": 1,
  "gap_ev": 8.872,
  "lumo_ev": 0.5,
  "smiles": "COP(N)S.C=O",
  "fmax_ev_per_a": 5.53,
  "de_lowest_kcal_mol": 108.3,
  "elements": ["C", "C", "N", "O", "O", "P", "S", "H", "H", "H", "H", "H", "H", "H", "H"],
  "coordinates": [[1.36, -0.47, 1.92], [-1.07, 2.61, -0.68], [-0.91, -1.91, -0.65], [0.96, -0.87, 0.56], [-0.38, 2.47, 0.33], [-0.40, -0.33, -0.31], [0.47, 0.05, -2.22], [1.99, 0.43, 1.83], [1.95, -1.27, 2.28], [0.62, -0.50, 2.68], [-2.02, 3.11, -0.78], [1.25, -0.86, -2.32], [-0.91, 1.95, -1.45], [-1.20, -2.46, 0.17], [-1.71, -1.94, -1.36]],
  "mulliken_charge": [-0.701, 0.171, -0.558, -0.270, -0.362, 0.330, -0.313, 0.258, 0.315, 0.316, 0.228, 0.123, -0.027, 0.237, 0.253]
}



{
  "formula": "C9H14AsF6MgNO",
  "method": "the ωB97M-V functional and the def2-TZVPD basis",
  "spin_multiplicity": 2,
  "gap_ev": [10.360, 7.422],
  "lumo_ev": [-3.2, -6.1],
  "charge": 1,
  "fmax_ev_per_a": 0.82,
  "s_squared": 0.754,
  "de_lowest_kcal_mol": 0.0,
  "elements": ["Mg", "C", "N", "C", "C", "C", "C", "C", "C", "C", "C", "H", "H", "H", "H", "H", "H", "H", "H", "H", "H", "H", "H", "O", "H", "H", "F", "As", "F", "F", "F", "F", "F"],
  "coordinates": [[-0.86, 0.08, -0.76], [2.12, 0.44, -0.87], [1.15, -0.68, -0.87], [1.35, -1.49, -2.10], [1.36, -1.52, 0.34], [0.51, -1.01, 1.48], [0.98, -0.76, 2.76], [0.12, -0.34, 3.77], [-1.24, -0.16, 3.54], [-1.76, -0.41, 2.27], [-0.84, -0.72, 1.30], [3.14, 0.04, -0.95], [2.03, 1.01, 0.05], [1.92, 1.10, -1.71], [2.37, -1.89, -2.15], [1.18, -0.86, -2.97], [0.65, -2.32, -2.12], [2.42, -1.52, 0.62], [1.09, -2.55, 0.12], [2.04, -0.90, 2.96], [0.51, -0.18, 4.77], [-1.90, 0.16, 4.33], [-2.82, -0.29, 2.07], [-2.28, -1.02, -1.71], [-2.93, -0.48, -2.18], [-2.58, -1.94, -1.74], [-0.57, 1.24, -2.38], [-1.12, 2.75, -1.50], [-0.31, 1.91, -0.12], [0.34, 3.48, -1.89], [-1.69, 3.95, -0.47], [-1.95, 3.24, -2.87], [-2.44, 1.64, -1.03]],
  "mulliken_spin": [0.065, 0.002, 0.001, 0.004, 0.070, 0.038, 0.025, 0.010, 0.040, 0.031, 0.680, 0.001, -0.001, 0.000, 0.000, 0.000, 0.001, -0.002, -0.005, 0.016, 0.003, 0.009, 0.020, -0.002, 0.002, -0.004, 0.000, -0.003, -0.002, 0.000, 0.000, 0.000, -0.001]
}



{
  "formula": "C4H12N2S",
  "method": "the ωB97M-V functional and the def2-TZVPD basis",
  "spin_multiplicity": 1,
  "gap_ev": 9.069,
  "lumo_ev": 0.9,
  "smiles": "CNC[C@H](N)CS",
  "fmax_ev_per_a": 4.04,
  "de_lowest_kcal_mol": 49.6,
  "elements": ["N", "C", "C", "S", "C", "N", "C", "H", "H", "H", "H", "H", "H", "H", "H", "H", "H", "H", "H"],
  "coordinates": [[1.87, -0.13, 0.81], [0.71, 0.70, 0.74], [-0.45, -0.18, 1.63], [-0.78, 0.66, 3.21], [0.21, 0.87, -0.76], [-0.75, -0.16, -1.14], [-0.70, -0.73, -2.49], [2.36, -0.23, 1.68], [1.73, -0.95, 0.24], [0.66, 1.73, 1.03], [-0.07, -1.20, 1.68], [-1.39, 0.07, 1.09], [-0.95, -0.39, 4.00], [0.01, 2.00, -0.94], [1.17, 0.82, -1.35], [-1.71, 0.13, -1.01], [0.34, -0.84, -2.84], [-0.78, -1.82, -2.39], [-1.46, -0.36, -3.18]],
  "mulliken_charge": [-0.725, 0.004, -0.583, -0.241, -0.814, -0.206, -0.955, 0.211, 0.214, 0.563, 0.362, 0.240, 0.115, 0.319, 0.365, 0.209, 0.319, 0.341, 0.265]
}



{
  "formula": "C2H4OS",
  "method": "the ωB97M-V functional and the def2-TZVPD basis",
  "spin_multiplicity": 1,
  "gap_ev": [8.502, 8.502],
  "lumo_ev": [-0.2, -0.2],
  "smiles": "CC(O)=S",
  "fmax_ev_per_a": 5.88,
  "de_lowest_kcal_mol": 97.3,
  "elements": ["C", "C", "O", "S", "H", "H", "H", "H"],
  "coordinates": [[-0.39, -0.34, -0.06], [0.68, 0.73, -0.50], [-0.47, -1.63, 0.74], [-1.71, 0.51, 0.04], [-0.55, -2.46, 1.17], [0.56, 1.38, 0.45], [0.13, 1.14, -1.24], [1.75, 0.67, -0.60]],
  "mulliken_charge": [0.418, -0.818, -0.561, -0.288, 0.360, 0.249, 0.324, 0.317]
}



{
  "formula": "C15H29NSi2Y",
  "method": "the ωB97M-V functional and the def2-TZVPD basis",
  "spin_multiplicity": 1,
  "gap_ev": 6.458,
  "lumo_ev": 3.0,
  "charge": -1,
  "fmax_ev_per_a": 11.92,
  "elements": ["C", "C", "C", "C", "C", "Y", "C", "C", "C", "N", "H", "H", "H", "H", "H", "H", "H", "H", "H", "H", "C", "Si", "C", "C", "C", "Si", "C", "C", "C", "H", "H", "H", "H", "H", "H", "H", "H", "H", "H", "H", "H", "H", "H", "H", "H", "H", "H", "H"],
  "coordinates": [[-1.96, 2.41, -2.65], [-1.38, 3.39, -1.79], [-1.75, 3.08, -0.45], [-2.55, 1.90, -0.48], [-2.67, 1.48, -1.84], [-0.40, 1.22, -1.31], [1.70, 2.50, -1.20], [1.63, 2.23, -2.51], [1.74, 2.19, -3.82], [0.06, 0.01, -2.43], [-1.46, 3.63, 0.44], [-0.76, 4.23, -2.11], [-2.97, 1.39, 0.38], [-3.21, 0.60, -2.20], [-1.84, 2.36, -3.74], [1.28, 3.42, -0.78], [0.25, -0.61, -3.22], [2.26, 1.85, -0.52], [2.56, 2.74, -4.30], [1.05, 1.62, -4.44], [-0.54, -0.78, 3.44], [-1.25, -1.26, 1.78], [-1.51, -3.12, 1.75], [-3.02, -0.68, 1.84], [-0.12, -0.81, 0.28], [1.71, -1.26, 0.55], [1.93, -3.00, 1.21], [2.60, -1.25, -1.09], [2.59, -0.12, 1.75], [-1.24, -1.09, 4.23], [-0.39, 0.32, 3.48], [0.42, -1.31, 3.60], [-2.17, -3.41, 2.59], [-2.01, -3.40, 0.80], [-0.58, -3.69, 1.83], [-3.06, 0.38, 2.16], [-3.53, -0.86, 0.87], [-3.55, -1.25, 2.63], [-0.49, -1.56, -0.45], [1.44, -3.72, 0.52], [3.02, -3.23, 1.26], [1.51, -3.08, 2.23], [2.59, -0.25, -1.54], [3.66, -1.56, -0.93], [2.11, -1.97, -1.78], [2.53, 0.93, 1.42], [2.14, -0.19, 2.75], [3.65, -0.42, 1.81]],
  "mulliken_charge": [-0.378, -0.405, -0.837, 0.057, -0.547, 0.393, -0.676, 0.369, -0.828, -0.697, 0.388, 0.524, 0.358, 0.351, 0.364, 0.369, 0.033, 0.276, 0.270, 0.263, -0.984, 0.272, -1.098, -1.245, -0.021, 0.270, -1.122, -0.826, -1.046, 0.338, 0.237, 0.271, 0.297, 0.247, 0.318, 0.275, 0.290, 0.385, 0.043, 0.247, 0.294, 0.239, 0.152, 0.316, 0.212, 0.330, 0.385, 0.275]
}